No. 1
Entry from the Open Molecules 2025 dataset: a structure of composition C16H15N8O2ReS in a non-equilibrium geometry (ωB97M-V/def2-TZVPD).

Last column: Löwdin spin population.
Element x y z (Å)
Re  0.42391  0.36424  1.17206  0.864
N  2.53698  3.38433  -0.66906  0.016
C  3.51667  2.40860  -0.71740  0.004
C  2.92437  1.26224  -0.33117  0.003
N  1.57921  1.54988  -0.04177  0.014
C  1.38755  2.86663  -0.26324  0.027
C  -1.04689  2.63404  0.21094  -0.001
N  -1.33324  1.63782  -0.81394  0.001
C  -2.52456  1.79159  -1.22771  0.000
C  -3.18930  2.90673  -0.48950  0.000
N  -2.34528  3.35154  0.35032  -0.001
H  2.68204  4.35238  -0.93134  0.000
H  4.53112  2.61371  -1.01716  0.000
H  3.34652  0.27207  -0.25437  0.000
H  -2.98172  1.18172  -1.99959  0.000
H  -4.18922  3.31353  -0.61627  0.000
H  -2.48611  4.13501  0.98786  0.000
N  -1.94785  1.93945  8.50325  0.013
C  -1.34205  1.47023  7.41306  0.006
C  0.02070  1.78618  7.16189  0.005
C  0.65542  1.30650  6.05986  0.001
C  -0.07458  0.49028  5.16465  0.012
C  -1.43545  0.17391  5.37588  0.001
C  -2.04974  0.65212  6.49291  0.003
S  0.71637  0.00824  3.78592  0.014
O  -0.23829  -0.68436  2.77538  0.020
O  1.97239  -0.62506  3.91467  -0.001
N  1.02961  1.37794  2.79931  0.011
C  0.23627  2.49683  2.44682  0.000
N  -0.62081  1.94448  1.40546  -0.019
C  0.07343  3.62813  -0.20560  0.003
C  0.02400  4.84322  0.70895  0.000
C  0.10432  4.79857  2.04406  0.000
N  0.43739  3.67282  2.79132  0.000
H  -1.45057  2.49345  9.18187  0.000
H  -2.90019  1.69525  8.72239  0.000
H  0.56572  2.39389  7.87273  0.000
H  1.70656  1.51684  5.89877  0.000
H  -1.96914  -0.47919  4.69718  0.000
H  -3.07883  0.38666  6.69913  0.000
H  -0.15346  3.95958  -1.22164  0.002
H  -0.12197  5.80413  0.23016  0.000
H  0.03459  5.71759  2.61339  0.000

Forces on the atoms, in the same order (eV/Å):
Re -0.9 1.2 0.9
N 0.3 0.2 -0.1
C 0.0 0.1 0.0
C -0.3 0.1 0.0
N 0.4 -0.5 -0.2
C 0.0 -0.2 0.0
C 0.0 -0.1 -0.1
N 0.0 0.2 0.2
C -0.1 0.0 0.0
C -0.4 -0.2 -0.4
N 0.3 0.2 0.4
H 0.0 0.0 0.0
H 0.0 0.0 0.0
H 0.0 0.0 0.0
H 0.0 0.1 0.0
H 0.0 -0.1 0.0
H 0.0 0.0 0.0
N 0.1 -0.1 -0.1
C -0.1 0.1 0.2
C 0.1 0.1 0.1
C 0.0 -0.2 0.2
C -0.4 -0.2 -0.3
C 0.0 0.1 0.1
C -0.1 -0.1 0.0
S 0.4 0.9 0.7
O 0.2 -0.1 -0.7
O -0.1 -0.1 -0.1
N 0.1 -0.7 -0.7
C -0.6 -0.1 0.4
N 0.8 -1.2 -0.4
C 0.0 0.0 0.1
C 0.0 0.0 -0.1
C -0.1 0.0 0.2
N 0.4 0.3 -0.2
H 0.0 0.0 0.0
H 0.0 0.0 0.0
H 0.0 0.0 0.0
H 0.0 0.0 0.0
H 0.0 0.0 0.0
H 0.0 0.0 0.0
H 0.0 0.0 -0.1
H 0.0 0.0 0.0
H 0.0 0.0 0.0

Output
Calculated total energy in a.u.: -1682.5232
Expectation value of S²: 0.758
HOMO energy (alpha / beta) in hartree: -0.60156 / -0.59994
Charge: +3
Strongest force on any atom in eV/Å: 1.788
Kohn-Sham gap (alpha / beta) in eV: 4.159 / 4.480
E_LUMO (alpha / beta) in eV: -12.210 / -11.845
Multiplicity: 2

***

No. 2
Entry from the Open Molecules 2025 dataset: a structure of composition C16H16AsBr4FeN4O2S (ωB97M-V/def2-TZVPD).

Last column: Löwdin spin population.
Element x y z (Å)
Fe  0.08302  -0.02030  0.73435  0.016
N  -0.16741  -2.87147  3.91415  0.002
C  -0.27351  -1.86679  3.01335  0.002
S  1.13009  -0.96853  2.60103  0.002
N  -1.48726  -1.68812  2.51672  -0.003
N  -1.53958  -0.69060  1.59963  0.000
C  -2.70338  -0.35010  1.17126  0.012
C  -2.72090  0.62102  0.09895  -0.001
C  -3.89776  1.15191  -0.42546  0.003
C  -3.81450  2.13464  -1.39215  -0.001
C  -2.56409  2.57594  -1.80283  0.003
C  -1.44292  1.98919  -1.24343  -0.001
N  -1.50946  1.01717  -0.33835  0.006
H  0.68752  -2.96315  4.43107  0.000
H  -1.01421  -3.26514  4.28735  0.000
H  -3.59931  -0.80367  1.57825  0.001
H  -4.85329  0.80409  -0.05673  0.000
H  -4.71374  2.56783  -1.81003  0.000
H  -2.45735  3.35954  -2.53882  0.000
H  -0.44597  2.30535  -1.52353  0.000
Br  4.58682  5.45624  0.59489  0.019
C  3.73548  3.79644  0.35513  0.081
C  4.43776  2.73674  -0.31901  0.100
Br  6.18562  3.02986  -0.94366  0.024
C  3.84305  1.51939  -0.50792  0.031
Br  4.68120  0.08494  -1.38279  0.001
C  2.51878  1.27535  -0.03487  0.125
O  1.93462  0.16789  -0.15158  0.205
C  1.78850  2.35482  0.64307  0.115
O  0.61012  2.13933  0.98710  0.206
C  2.46230  3.61295  0.81560  0.042
Br  1.47582  4.95476  1.67888  0.006
C  1.06538  -3.34475  -0.20081  0.008
As  -0.10798  -1.90103  -0.75220  0.001
C  -1.78498  -2.85095  -0.98940  0.003
C  0.48988  -1.59816  -2.57162  -0.008
H  1.10448  -4.14695  -0.93757  0.001
H  0.70313  -3.73240  0.75069  0.000
H  2.05892  -2.92593  -0.04988  0.000
H  -1.65377  -3.72107  -1.63128  0.000
H  -2.52684  -2.18671  -1.43320  0.000
H  -2.13485  -3.17086  -0.00785  0.000
H  0.43207  -2.51004  -3.16508  -0.001
H  1.52229  -1.25394  -2.52868  0.000
H  -0.12378  -0.82472  -3.03277  0.000

Forces on the atoms, in the same order (eV/Å):
Fe -0.2 0.4 -0.5
N 0.0 0.1 0.0
C -0.1 0.0 0.0
S 0.0 0.0 -0.4
N -0.1 0.1 0.1
N 0.1 0.0 0.3
C 0.2 -0.2 0.0
C -0.1 0.3 -0.1
C 0.1 0.0 0.1
C 0.0 0.0 0.0
C -0.1 0.0 0.0
C 0.1 -0.1 -0.1
N 0.3 -0.3 0.1
H 0.0 0.0 0.0
H 0.0 0.0 0.0
H 0.0 0.0 0.0
H 0.0 0.0 0.0
H 0.0 0.0 0.0
H 0.0 0.0 0.0
H 0.0 0.0 0.0
Br 0.0 0.0 0.0
C 0.2 -0.1 -0.1
C 0.0 0.2 0.1
Br 0.0 0.0 0.0
C -0.2 0.0 0.1
Br 0.0 0.0 0.0
C 0.2 0.3 0.3
O -0.7 -0.1 -0.2
C 0.6 0.2 -0.4
O -0.4 -0.5 0.6
C -0.2 -0.2 0.0
Br 0.0 0.0 0.0
C 0.0 0.0 0.0
As 0.4 -0.3 0.3
C -0.1 0.1 0.0
C 0.0 0.1 0.0
H 0.0 0.0 0.0
H 0.0 0.0 0.0
H 0.0 0.0 0.0
H 0.0 0.0 0.0
H 0.0 0.0 0.0
H 0.0 0.0 0.0
H 0.0 0.0 0.0
H 0.0 0.0 0.0
H 0.0 0.0 0.0

Output
Calculated total energy in a.u.: -15182.5490
Relative energy (zero: lowest compared OMol25 entry of this formula, charge and spin) in kJ/mol: 0.0
Expectation value of S²: 1.059
HOMO energy (alpha / beta) in hartree: -0.27262 / -0.28941
Strongest force on any atom in eV/Å: 0.896
Kohn-Sham gap (alpha / beta) in eV: 6.960 / 6.431
E_LUMO (alpha / beta) in eV: -0.458 / -1.445
Multiplicity: 2

***

No. 3
Entry from the Open Molecules 2025 dataset: a structure of composition C16H16BIrN8 in a non-equilibrium geometry (ωB97M-V/def2-TZVPD).

Last column: Löwdin spin population.
Element x y z (Å)
Ir  -0.41760  -0.24933  -0.28172  0.002
C  -2.10843  -2.56545  -3.28108  0.000
C  -1.84951  -2.30952  -1.94019  0.000
N  -1.10831  -1.19305  -1.85569  0.000
N  -0.89140  -0.72242  -3.10601  0.000
C  -1.48358  -1.53155  -3.98091  0.000
B  -0.10873  0.58667  -3.22370  0.000
N  -0.87560  1.62894  -2.35421  0.000
C  -1.40443  2.81244  -2.67624  0.000
C  -1.99406  3.37434  -1.55222  0.000
C  -1.78234  2.46379  -0.53922  0.000
N  -1.10591  1.40828  -1.03635  0.000
N  1.25133  0.35248  -2.50776  0.000
C  2.51486  0.50884  -2.91391  0.000
C  3.37427  0.24800  -1.85396  0.000
C  2.55594  -0.06081  -0.78718  0.000
N  1.27330  -0.01019  -1.20328  0.000
H  -2.67196  -3.38522  -3.69381  0.000
H  -2.15294  -2.84748  -1.05515  0.000
H  -1.42777  -1.32788  -5.03909  0.000
H  0.02467  0.95868  -4.34107  0.000
H  -1.33235  3.18858  -3.68485  0.000
H  -2.50980  4.31716  -1.48967  0.000
H  -2.10161  2.49764  0.48908  0.000
H  2.72924  0.80153  -3.92987  0.000
H  4.44983  0.28639  -1.86554  0.000
H  2.80545  -0.31412  0.23047  0.000
N  -0.02755  1.37483  3.93204  0.015
C  -0.24088  1.41924  2.63491  0.105
N  -0.07401  0.21251  2.03597  0.084
C  0.28282  -0.64280  3.03000  0.168
C  0.59397  -2.03160  2.98242  0.097
C  0.91795  -2.64501  4.15288  0.035
C  0.94042  -1.91250  5.37964  0.314
C  0.63819  -0.53237  5.45114  0.104
C  0.31674  0.06487  4.26943  0.057
H  -0.09882  2.16418  4.56597  0.000
H  -0.50836  2.32585  2.11441  0.003
H  0.57065  -2.57059  2.04318  0.002
H  1.16400  -3.69786  4.18114  -0.001
H  1.19999  -2.42802  6.29689  0.012
H  0.67232  -0.01744  6.40309  0.002

Forces on the atoms, in the same order (eV/Å):
Ir -0.4 -0.4 0.8
C 0.1 0.1 0.1
C -0.2 -0.3 -0.4
N 0.3 0.4 -0.2
N 0.0 0.0 0.3
C -0.2 -0.3 0.1
B 0.1 0.1 0.0
N -0.1 0.2 0.0
C 0.1 -0.1 -0.1
C 0.0 0.1 0.0
C 0.0 0.0 0.1
N 0.0 0.1 -0.1
N 0.2 0.0 0.0
C -0.1 0.0 0.0
C 0.0 0.0 0.0
C 0.0 0.0 0.0
N 0.1 0.1 0.1
H 0.0 0.0 0.0
H 0.0 -0.1 -0.1
H 0.0 0.0 0.0
H 0.0 0.0 0.0
H 0.0 0.0 0.0
H 0.0 0.0 0.0
H -0.1 0.0 0.0
H 0.0 0.0 0.0
H 0.0 0.0 0.0
H 0.0 0.0 0.0
N 0.0 0.0 0.2
C 0.1 -0.2 0.0
N 0.2 0.1 -0.7
C -0.2 0.4 -0.1
C 0.1 -0.3 0.0
C 0.0 0.0 0.0
C 0.1 -0.4 -0.1
C -0.1 0.4 -0.1
C 0.0 0.1 0.1
H 0.0 0.0 0.0
H 0.0 0.0 0.0
H 0.0 -0.1 0.0
H 0.0 0.0 0.0
H 0.0 0.0 0.0
H 0.0 0.1 0.0

Output
Calculated total energy in a.u.: -1185.5331
Relative energy (zero: lowest compared OMol25 entry of this formula, charge and spin) in kJ/mol: 0.0
Expectation value of S²: 0.767
HOMO energy (alpha / beta) in hartree: -0.67218 / -0.67216
Charge: +3
Strongest force on any atom in eV/Å: 1.001
Kohn-Sham gap (alpha / beta) in eV: 7.351 / 4.701
E_LUMO (alpha / beta) in eV: -10.939 / -13.590
Multiplicity: 2

***

Number 3 is which compound?
C16H16BIrN8